Here is a 11-piece molecular cluster, C46H84O12 overall from OMol25. Energies are from ωB97M-V/def2-TZVPD.

Geometry as XYZ:
```
142
Properties=species:S:1:pos:R:3:mulliken_charge:R:1
O 2.710 -3.413 0.787 -0.401
C 2.068 -4.413 0.392 0.003
C 0.570 -4.443 0.470 0.762
C -0.107 -5.468 -0.132 -0.414
C 0.464 -6.535 -1.001 -0.011
O -0.125 -7.438 -1.558 -0.562
C 1.958 -6.517 -0.999 -0.345
C 2.675 -5.588 -0.324 -0.634
H -0.026 -3.744 1.037 0.384
H -1.164 -5.451 0.091 0.308
H 2.418 -7.444 -1.309 0.402
H 3.731 -5.814 -0.339 0.431
C 0.680 0.986 -0.116 1.178
C -0.803 0.920 -0.135 0.759
C -1.073 -0.250 0.751 0.035
O -0.039 -1.095 0.557 0.398
C 1.130 -0.444 0.173 0.994
H 0.928 1.777 0.593 -0.771
H 1.077 1.391 -1.047 -0.066
H -1.179 0.680 -1.129 -0.632
H -1.387 1.746 0.271 -0.173
H -2.027 -0.769 0.660 -0.712
H -1.047 0.017 1.808 0.059
H 1.546 -0.955 -0.696 -0.534
H 1.808 -0.440 1.026 -0.909
C 2.422 4.952 -0.318 0.226
C 2.086 6.384 -0.135 -0.641
C 0.793 6.523 -0.910 -0.434
O 0.737 5.513 -1.877 -0.447
C 1.822 4.616 -1.672 0.345
H 1.945 4.337 0.445 -0.296
H 3.481 4.724 -0.440 0.330
H 2.749 7.089 -0.637 0.297
H 1.980 6.749 0.887 0.325
H 0.643 7.485 -1.401 0.338
H -0.032 6.476 -0.200 0.128
H 2.602 4.815 -2.406 0.329
H 1.481 3.582 -1.724 -0.447
C -6.125 -0.281 1.372 -0.840
C -4.708 -0.252 1.873 0.914
C -4.855 0.743 3.029 -0.027
O -5.866 1.644 2.574 -0.484
C -6.722 1.113 1.572 -0.528
H -6.750 -0.938 1.977 0.356
H -6.170 -0.588 0.327 0.309
H -4.039 0.016 1.056 -0.368
H -4.384 -1.255 2.150 -0.058
H -3.927 1.300 3.158 -0.069
H -5.076 0.232 3.967 0.225
H -6.679 1.624 0.610 0.308
H -7.731 1.041 1.976 0.301
C -2.234 -3.113 -2.458 -0.584
C -3.042 -3.167 -1.240 0.587
C -4.383 -2.574 -1.635 -0.228
O -4.108 -1.828 -2.855 -0.535
C -2.694 -1.841 -3.203 0.592
H -2.392 -3.876 -3.220 0.301
H -1.173 -2.938 -2.279 0.178
H -2.573 -2.655 -0.400 -0.709
H -3.163 -4.163 -0.813 0.470
H -4.619 -1.813 -0.892 -0.192
H -5.116 -3.371 -1.760 0.384
H -2.102 -1.102 -2.663 -0.661
H -2.488 -1.822 -4.273 0.492
C 5.715 1.669 -1.155 -0.601
C 6.326 0.852 -0.028 -0.871
C 5.385 1.028 1.180 -0.345
O 4.039 1.317 0.545 -0.187
C 4.195 1.477 -0.814 0.360
H 5.821 1.309 -2.179 0.388
H 5.934 2.727 -1.009 0.277
H 7.347 1.141 0.223 0.451
H 6.291 -0.203 -0.301 0.265
H 5.729 1.853 1.803 0.321
H 5.465 0.153 1.826 0.221
H 3.577 2.294 -1.184 -0.195
H 3.814 0.545 -1.232 -0.142
C -2.416 -2.415 4.266 -0.596
C -1.599 -2.991 3.095 1.267
C -2.153 -4.407 2.970 -0.326
O -3.045 -4.632 4.147 -0.529
C -3.512 -3.364 4.591 -0.520
H -2.842 -1.421 4.129 0.028
H -1.777 -2.113 5.096 0.369
H -0.547 -2.998 3.378 0.359
H -1.775 -2.441 2.170 -1.043
H -1.297 -5.072 3.086 0.251
H -2.574 -4.653 1.996 0.176
H -3.845 -3.293 5.627 0.379
H -4.365 -3.277 3.918 0.239
C -0.167 4.414 3.213 -0.202
C -1.620 4.879 3.130 -0.800
C -2.171 3.729 2.218 -0.441
O -1.606 2.556 2.726 -0.195
C -0.320 2.830 3.234 0.163
H 0.383 4.736 4.097 0.540
H 0.361 4.737 2.316 -0.399
H -1.844 5.810 2.609 0.421
H -2.054 4.880 4.130 0.281
H -1.905 3.796 1.163 0.251
H -3.250 3.764 2.366 0.341
H 0.471 2.421 2.606 -0.036
H -0.188 2.525 4.273 0.153
C 1.932 -2.064 -3.743 0.855
C 1.140 -1.557 -4.928 0.356
C 2.149 -1.783 -6.045 -0.683
O 3.440 -2.157 -5.488 -0.462
C 3.424 -1.792 -4.086 -0.434
H 1.870 -3.130 -3.524 0.127
H 1.707 -1.627 -2.770 -0.854
H 0.851 -0.530 -4.705 -0.268
H 0.238 -2.102 -5.205 0.199
H 2.157 -0.875 -6.648 0.299
H 1.905 -2.522 -6.808 0.338
H 3.690 -0.749 -3.914 0.224
H 4.202 -2.406 -3.632 0.346
C -1.880 1.305 -4.541 0.206
C -1.976 1.979 -5.901 -0.853
C -0.544 2.541 -6.181 -0.509
O 0.190 2.049 -5.094 -0.477
C -0.671 1.908 -3.962 0.400
H -1.805 0.252 -4.815 -0.360
H -2.786 1.303 -3.935 0.611
H -2.633 2.848 -5.927 0.254
H -2.348 1.272 -6.644 0.330
H -0.621 3.628 -6.215 0.276
H -0.100 2.378 -7.163 0.348
H -0.857 2.860 -3.463 0.379
H -0.146 1.295 -3.230 -0.589
C 3.186 -0.045 5.306 -0.711
C 3.925 -0.207 4.018 -0.371
C 3.245 -1.377 3.294 0.020
O 1.874 -1.153 3.653 -0.153
C 1.793 -0.525 4.913 -0.293
H 3.043 0.999 5.587 0.274
H 3.722 -0.609 6.069 0.315
H 4.964 -0.280 4.339 0.489
H 3.902 0.723 3.449 -0.004
H 3.606 -2.379 3.526 0.332
H 3.316 -1.320 2.208 -0.124
H 1.471 -1.281 5.629 0.245
H 1.074 0.294 4.953 0.117
```

Properties
E_LUMO ... -1.71 eV
Frontier orbital gap ... 7.49 eV
Charge ... 0
SMILES string ... O=C1C=CC(=O)C=C1.C1CCOC1.C1CCOC1.C1CCOC1.C1CCOC1.C1CCOC1.C1CCOC1.C1CCOC1.C1CCOC1.C1CCOC1.C1CCOC1



Here is a 7-piece molecular cluster, C46H85BrClF3N7O14P overall from OMol25. Energies are from ωB97M-V/def2-TZVPD.

Geometry as XYZ:
```
158
Properties=species:S:1:pos:R:3:mulliken_charge:R:1
C 0.961 2.063 6.233 -0.274
C 1.404 1.785 5.149 -0.748
C 2.074 1.378 3.912 -0.420
C 0.953 1.081 2.864 0.984
C 0.664 -0.437 3.002 -1.433
C 1.735 -1.304 2.321 0.232
C 1.183 -2.659 1.822 -1.026
C 0.082 -2.538 0.760 -0.428
N -0.004 -3.740 -0.076 0.518
C 0.874 -4.749 -0.257 -0.217
C 0.301 -5.552 -1.159 -0.741
C -0.973 -5.100 -1.551 -0.207
C -1.094 -3.940 -0.808 -0.831
O 1.374 1.361 1.543 -0.116
C 0.854 2.527 0.962 2.755
C 0.943 3.780 1.881 -1.053
C -0.400 4.220 2.502 -1.164
C -1.147 5.295 1.703 -0.635
O -2.540 4.953 1.747 -0.045
C -3.298 5.592 0.718 -0.763
C -0.525 2.367 0.323 -2.252
O -1.450 1.643 1.104 -0.283
C -2.692 1.700 0.419 -0.631
C 1.844 2.838 -0.227 -1.728
C 1.270 3.844 -1.251 -1.491
C 0.785 3.222 -2.563 -0.707
O -0.416 3.946 -2.941 -0.391
C -0.774 3.686 -4.249 0.824
C -1.826 2.620 -4.413 -0.977
O -0.283 4.312 -5.148 -0.571
O 2.157 1.581 -0.829 0.427
C 3.497 1.337 -1.036 -0.011
Br 4.460 1.016 0.670 -0.062
C 4.171 2.423 -1.900 -0.561
C 5.555 2.091 -2.489 0.158
O 5.762 3.000 -3.556 -0.708
C 6.747 2.293 -1.518 0.357
F 7.220 1.138 -1.073 -0.250
F 6.498 3.120 -0.514 -0.264
F 7.771 2.844 -2.185 -0.310
P 3.472 -0.350 -1.890 0.156
O 4.991 -0.932 -1.717 -0.471
Cl 3.209 0.250 -3.872 -0.275
H 0.738 2.439 7.194 0.521
H 2.723 2.193 3.602 0.641
H 2.599 0.451 4.127 0.323
H 0.023 1.562 3.145 -0.215
H 0.714 -0.629 4.078 0.481
H -0.363 -0.635 2.702 0.377
H 2.467 -1.576 3.083 0.352
H 2.234 -0.815 1.486 -0.281
H 0.774 -3.225 2.662 0.212
H 2.026 -3.190 1.381 0.404
H -0.873 -2.254 1.186 0.388
H 0.377 -1.708 0.105 0.176
H 1.826 -4.803 0.228 0.377
H 0.826 -6.430 -1.506 0.446
H -1.648 -5.541 -2.253 0.126
H -1.969 -3.313 -0.841 0.564
H 1.287 4.626 1.280 0.799
H 1.689 3.652 2.662 0.314
H -0.167 4.665 3.473 0.588
H -1.094 3.408 2.705 0.436
H -1.071 6.279 2.177 0.344
H -0.866 5.340 0.647 0.228
H -2.756 6.411 0.243 0.377
H -3.617 4.839 -0.011 0.180
H -4.213 5.949 1.195 0.273
H -0.978 3.319 0.032 0.068
H -0.383 1.797 -0.609 1.375
H -3.367 0.971 0.837 0.516
H -3.128 2.705 0.509 -0.192
H -2.524 1.537 -0.652 0.366
H 2.702 3.313 0.248 0.880
H 0.511 4.494 -0.830 -0.023
H 2.089 4.517 -1.513 0.658
H 1.519 3.432 -3.342 0.698
H 0.512 2.172 -2.485 0.338
H -2.203 2.583 -5.426 0.340
H -1.380 1.673 -4.102 0.265
H -2.608 2.821 -3.680 0.291
H 3.507 2.579 -2.747 -0.202
H 4.248 3.386 -1.396 0.616
H 5.638 1.095 -2.923 0.532
H 5.363 2.611 -4.353 0.498
H 4.988 -1.867 -1.945 0.355
C -3.483 -7.363 2.083 -0.908
N -3.524 -6.927 0.700 -0.026
C -4.588 -6.882 -0.132 0.914
C -5.923 -7.335 0.409 -1.452
O -4.457 -6.485 -1.282 -0.618
H -3.129 -6.540 2.706 0.276
H -2.783 -8.195 2.175 0.298
H -4.460 -7.679 2.431 0.356
H -2.665 -6.609 0.273 0.106
H -6.670 -7.239 -0.374 0.293
H -5.875 -8.379 0.719 0.382
H -6.223 -6.712 1.254 0.378
C -4.651 4.342 5.784 -0.952
N -4.626 4.991 4.487 -0.077
C -5.667 5.472 3.767 0.929
C -7.054 5.335 4.347 -1.445
O -5.462 5.995 2.681 -0.686
H -4.042 4.917 6.484 0.311
H -4.225 3.341 5.691 0.285
H -5.661 4.265 6.172 0.362
H -3.733 5.116 4.028 0.106
H -7.770 5.765 3.652 0.317
H -7.302 4.283 4.496 0.366
H -7.125 5.869 5.295 0.378
C -6.917 1.770 -2.985 -0.911
N -6.021 1.407 -1.903 -0.102
C -5.694 0.162 -1.462 0.901
C -6.322 -1.014 -2.159 -1.442
O -4.914 0.033 -0.529 -0.588
H -6.366 2.344 -3.732 0.274
H -7.723 2.392 -2.591 0.304
H -7.344 0.891 -3.457 0.356
H -5.566 2.147 -1.392 0.158
H -5.969 -1.930 -1.704 0.306
H -7.409 -0.977 -2.066 0.388
H -6.044 -1.025 -3.214 0.376
C 6.169 0.880 8.553 -0.866
N 5.160 0.365 7.648 -0.126
C 3.899 -0.059 7.940 0.764
C 3.460 0.001 9.384 -1.363
O 3.166 -0.468 7.058 -0.584
H 6.444 1.891 8.247 0.286
H 7.057 0.247 8.501 0.292
H 5.810 0.904 9.576 0.328
H 5.386 0.298 6.668 0.208
H 2.441 -0.367 9.455 0.297
H 4.101 -0.627 10.004 0.386
H 3.486 1.029 9.748 0.373
C -1.554 -9.736 -6.360 -0.835
N -0.673 -8.924 -5.542 -0.187
C -1.009 -7.942 -4.658 0.807
C -2.478 -7.634 -4.485 -0.976
O -0.140 -7.348 -4.043 -0.622
H -1.405 -10.789 -6.113 0.276
H -1.306 -9.587 -7.413 0.279
H -2.594 -9.478 -6.200 0.318
H 0.320 -9.079 -5.609 0.235
H -2.592 -6.839 -3.756 0.018
H -2.911 -7.303 -5.430 0.351
H -3.012 -8.513 -4.121 0.333
C 8.011 0.523 -7.373 -0.921
N 7.025 1.241 -6.585 -0.135
C 5.756 0.874 -6.293 0.913
C 5.262 -0.442 -6.836 -1.496
O 5.045 1.601 -5.607 -0.692
H 8.887 0.324 -6.755 0.300
H 8.313 1.143 -8.218 0.301
H 7.615 -0.416 -7.744 0.351
H 7.288 2.131 -6.189 0.237
H 4.235 -0.594 -6.517 0.234
H 5.291 -0.439 -7.926 0.440
H 5.869 -1.263 -6.452 0.388
```

Properties
E_LUMO ... 0.54 eV
Frontier orbital gap ... 8.05 eV
Charge ... 0
SMILES string ... C#CC[C@H](CCCCn1cccc1)O[C@](CCCOC)(COC)[C@H](CCOC(C)=O)O[C@](Br)(C[C@@H](O)C(F)(F)F)P(O)Cl.CNC(C)=O.CNC(C)=O.CNC(C)=O.CNC(C)=O.CNC(C)=O.CNC(C)=O



Here is a 4-piece molecular cluster, C46H85I2N2O5P overall from OMol25. Energies are from ωB97M-V/def2-TZVPD.

Geometry as XYZ:
```
141
Properties=species:S:1:pos:R:3:mulliken_charge:R:1
C 0.710 1.556 -5.110 -1.671
C 0.355 1.319 -3.656 0.488
C 0.900 2.365 -2.674 -0.088
C 2.359 2.803 -2.829 -0.995
C 3.356 1.998 -1.990 -0.945
C 3.368 0.487 -2.273 -0.829
C 2.946 -0.323 -1.053 0.150
C 3.069 -1.832 -1.266 -0.761
C 2.158 -2.716 -0.381 -1.873
C 1.760 -2.101 0.936 0.700
C 2.761 -1.814 1.896 0.744
C 4.217 -2.159 1.707 -1.334
C 2.374 -1.187 3.087 0.908
C 1.052 -0.881 3.330 0.246
C 0.048 -1.169 2.410 0.463
C -1.338 -0.753 2.722 -1.598
I -2.548 -2.145 3.708 0.116
C -1.792 0.458 2.442 0.618
C -3.142 1.021 2.727 -0.822
I -0.505 1.836 1.484 -0.008
C 0.390 -1.813 1.197 0.135
C -0.727 -2.185 0.247 -1.539
C -0.866 -1.322 -1.026 0.811
C -0.979 -2.138 -2.309 -0.491
C -2.139 -3.120 -2.319 -0.498
C -2.181 -3.945 -3.600 -0.973
O -3.047 -3.362 -4.552 -0.330
C -2.456 -3.104 -5.810 -0.163
C -3.364 -2.134 -6.555 -1.183
C 0.952 -0.236 4.665 -0.012
O -0.006 0.143 5.237 -0.514
N 2.270 -0.198 5.181 0.432
P 2.772 1.020 6.299 0.914
N 3.029 0.505 7.715 -0.827
O 4.057 1.722 5.654 -0.526
O 1.684 2.174 6.203 -0.402
C 3.183 -0.767 4.248 -0.061
O 4.350 -0.870 4.435 -0.683
H 0.268 0.791 -5.740 0.425
H 0.411 2.540 -5.455 0.358
H 1.784 1.467 -5.259 0.311
H 0.624 0.316 -3.341 -0.398
H -0.732 1.358 -3.573 0.566
H 0.276 3.252 -2.779 0.513
H 0.743 2.016 -1.655 -0.305
H 2.420 3.833 -2.482 0.375
H 2.695 2.819 -3.862 0.364
H 3.166 2.219 -0.940 0.380
H 4.346 2.398 -2.201 0.370
H 2.664 0.258 -3.066 0.249
H 4.362 0.194 -2.600 0.626
H 3.505 0.006 -0.181 0.328
H 1.904 -0.077 -0.868 -0.163
H 2.886 -2.053 -2.316 0.513
H 4.108 -2.089 -1.086 0.382
H 2.722 -3.623 -0.168 0.721
H 1.292 -3.040 -0.935 0.329
H 4.777 -1.251 1.500 0.332
H 4.605 -2.537 2.644 -0.184
H 4.372 -2.899 0.938 0.479
H -3.662 0.465 3.494 0.440
H -3.708 1.077 1.801 0.254
H -3.029 2.043 3.078 -0.080
H -1.660 -2.119 0.791 0.267
H -0.607 -3.236 0.001 0.778
H -1.804 -0.774 -0.944 0.787
H -0.084 -0.581 -1.099 -1.064
H -0.050 -2.673 -2.508 0.226
H -1.129 -1.468 -3.154 0.240
H -3.066 -2.554 -2.246 0.291
H -2.129 -3.804 -1.474 0.450
H -1.165 -4.013 -3.992 0.411
H -2.484 -4.967 -3.379 0.367
H -1.477 -2.644 -5.676 0.286
H -2.335 -4.027 -6.380 0.316
H -3.235 -2.208 -7.627 0.429
H -3.166 -1.136 -6.178 0.243
H -4.382 -2.379 -6.269 0.267
H 2.877 -0.489 7.807 0.247
H 3.970 1.840 4.698 0.364
H 2.108 2.979 5.880 0.304
C -4.431 7.186 5.232 -1.200
C -3.169 7.456 4.417 -0.455
C -2.886 6.386 3.364 -0.897
C -2.639 4.983 3.923 -0.172
C -1.489 4.879 4.924 -0.443
C -0.135 5.249 4.326 -1.023
H -4.359 6.253 5.792 0.285
H -4.603 7.986 5.954 0.386
H -5.307 7.127 4.584 0.294
H -2.313 7.560 5.090 0.257
H -3.275 8.419 3.911 0.386
H -2.026 6.697 2.764 0.340
H -3.731 6.338 2.671 0.429
H -2.440 4.309 3.084 -0.031
H -3.552 4.612 4.397 0.382
H -1.440 3.850 5.290 0.356
H -1.688 5.504 5.798 0.321
H 0.102 4.598 3.481 0.123
H 0.656 5.138 5.071 0.281
H -0.112 6.282 3.978 0.364
C -6.362 1.403 -5.971 -1.127
C -7.174 0.210 -6.469 -0.419
C -6.851 -0.184 -7.910 -0.297
C -7.152 0.889 -8.958 -0.837
C -8.602 1.370 -8.987 -0.410
C -9.600 0.268 -9.332 -1.183
H -6.559 2.300 -6.559 0.288
H -6.609 1.632 -4.934 0.382
H -5.292 1.191 -6.022 0.219
H -8.241 0.422 -6.365 0.297
H -6.970 -0.648 -5.823 0.359
H -7.397 -1.099 -8.157 0.333
H -5.790 -0.444 -7.974 0.122
H -6.890 0.493 -9.944 0.394
H -6.497 1.750 -8.797 0.337
H -8.686 2.166 -9.731 0.362
H -8.871 1.820 -8.028 0.235
H -9.377 -0.165 -10.309 0.293
H -10.616 0.662 -9.364 0.378
H -9.585 -0.536 -8.595 0.283
C 8.603 -6.532 5.330 -1.183
C 7.926 -5.564 6.296 -0.489
C 6.617 -4.987 5.761 -0.904
C 6.754 -4.155 4.485 0.013
C 7.707 -2.965 4.594 -0.542
C 7.266 -1.934 5.630 -0.752
H 8.873 -6.045 4.392 0.282
H 9.520 -6.933 5.764 0.383
H 7.947 -7.373 5.100 0.292
H 8.618 -4.756 6.551 0.239
H 7.716 -6.089 7.231 0.386
H 6.151 -4.381 6.543 0.345
H 5.921 -5.810 5.566 0.433
H 5.761 -3.788 4.206 -0.259
H 7.080 -4.798 3.662 0.395
H 7.763 -2.478 3.615 0.376
H 8.720 -3.310 4.820 0.386
H 6.278 -1.548 5.389 -0.076
H 7.961 -1.093 5.657 0.388
H 7.231 -2.360 6.634 0.308
```

Properties
E_LUMO ... -0.54 eV
Frontier orbital gap ... 8.49 eV
Charge ... 0
SMILES string ... CCCCCCCCCc1c(C)c2c(c(/C(I)=C(/C)I)c1CCCCCOCC)C(=O)N(P(=N)(O)O)C2=O.CCCCCC.CCCCCC.CCCCCC